Record 1
Formula: C19H45ClO2P2Tc
Source: the Open Molecules 2025 dataset
Level of theory: ωB97M-V/def2-TZVPD

CARTESIAN COORDINATES (ANGSTROEM)
Tc1 -0.6309 -1.2702 1.3805
Cl1 1.3247 -0.3324 2.0002
P1 -0.5194 -2.8986 -0.1054
P2 0.7594 3.2075 -0.3612
O1 -1.9926 -0.1825 2.0243
O2 -2.9239 1.8797 2.0420
C1 -0.1366 -4.2890 1.0802
C2 -1.8237 2.7566 -1.2061
C3 -0.6078 3.6634 -1.4591
C4 1.2774 -4.1185 1.6521
C5 0.6577 -3.0361 -1.5068
C6 -2.2530 -4.7702 -1.3441
C7 -1.2075 -4.2449 2.1761
C8 -2.8592 0.7195 2.4394
C9 -3.3308 -2.7794 -0.1876
C10 -0.9540 5.1524 -1.4081
C11 1.1603 -4.4597 -1.7684
C12 -2.1036 -3.2972 -0.9435
C13 0.7945 4.1048 1.2242
C14 -0.5770 4.0378 1.9111
C15 2.3244 2.9283 -1.2315
C16 1.7965 -2.0246 -1.3447
C17 3.2098 1.9154 -0.4845
C18 3.0450 4.2488 -1.5506
C19 1.9015 3.6463 2.1742
H1 0.3981 1.9246 0.0884
H2 -1.3185 4.6357 1.3761
H3 -1.5960 -5.0478 -2.1771
H4 -2.1775 2.7990 -0.1676
H5 1.9001 -4.7651 -1.0193
H6 4.0012 4.0303 -2.0470
H7 0.0264 -2.7294 -2.3576
H8 3.8130 2.4099 0.2863
H9 2.0171 2.4715 -2.1917
H10 -2.0883 -4.8311 1.8873
H11 1.7769 4.1745 3.1266
H12 -0.4962 4.4467 2.9240
H13 1.4759 -3.0696 1.9217
H14 -3.1674 -1.7933 0.2744
H15 -0.9797 3.0222 2.0084
H16 -0.0848 5.7850 -1.6199
H17 2.4528 -2.0925 -2.2254
H18 -0.7796 -4.6784 3.0897
H19 2.6405 1.1113 0.0008
H20 0.9981 5.1530 0.9402
H21 -1.5484 -3.2169 2.4424
H22 2.0708 -4.4563 0.9763
H23 -1.7049 5.3633 -2.1798
H24 1.3579 -4.7210 2.5680
H25 -3.2879 -4.9114 -1.6813
H26 2.3960 -2.2412 -0.4457
H27 0.3592 -5.2087 -1.8016
H28 -3.6507 -3.4928 0.5843
H29 -2.0780 -5.4545 -0.5033
H30 -3.5411 0.2846 3.2026
H31 -1.5897 1.7097 -1.4276
H32 -1.9949 -2.7031 -1.8667
H33 1.8517 2.5684 2.3751
H34 1.6522 -4.4504 -2.7498
H35 3.9009 1.4349 -1.1895
H36 2.4634 4.8805 -2.2354
H37 -0.1974 -5.2468 0.5417
H38 -0.7706 -0.6564 -0.1269
H39 3.2578 4.8325 -0.6443
H40 -0.2262 3.4448 -2.4722
H41 -1.3735 5.4567 -0.4429
H42 -2.6558 3.0500 -1.8578
H43 -4.1417 -2.6787 -0.9241
H44 1.4050 -0.9980 -1.2703
H45 2.9028 3.8973 1.8076

Results
Kohn-Sham gap (spin up / spin down) in eV: 5.1 / 5.3
E_LUMO (spin up / spin down) in eV: 0.20 / 0.20
E_HOMO (spin up / spin down) in eV: -4.886 / -5.068
Energy relative to the best compared isomer or geometry (same formula, charge and spin) in kJ/mol: 280.8
Multiplicity: 4
Energy in a.u.: -2125.0056

---

Record 2
Formula: C2H4N4O2
Source: the Open Molecules 2025 dataset
Level of theory: ωB97M-V/def2-TZVPD

CARTESIAN COORDINATES (ANGSTROEM)
O1 -0.2886 -0.3565 -1.9130
O2 -0.6671 -0.4883 1.6228
N1 1.5593 0.9576 0.9793
N2 -1.9120 -0.8559 -0.3753
N3 -1.7391 -0.5342 -1.7479
N4 1.2364 0.7847 -0.3965
C1 0.1504 0.0113 -0.6854
C2 -0.8646 -0.6030 0.2559
H1 2.3512 0.4392 1.4821
H2 1.8980 2.0759 1.0295
H3 -1.9031 -1.4830 -2.1030
H4 0.1792 0.0522 1.8514

Results
Kohn-Sham gap in eV: 9.4
E_LUMO in eV: 0.47
E_HOMO in eV: -8.949
Energy relative to the best compared isomer or geometry (same formula, charge and spin) in kJ/mol: 410.4
Energy in a.u.: -447.9461
SMILES: N/N=c1/o[nH]nc1O

---

Record 3
Formula: C20H25ClN4OS
Source: the Open Molecules 2025 dataset
Level of theory: ωB97M-V/def2-TZVPD

CARTESIAN COORDINATES (ANGSTROEM)
Cl1 -0.0553 -3.2527 -2.5889
S1 -1.8457 -1.5030 2.2023
O1 5.3217 1.9236 -0.0108
N1 2.5160 2.0636 0.2471
N2 -3.6826 2.2980 -0.5343
N3 -1.4057 0.2552 0.2892
N4 -0.5265 -1.8396 -0.0777
C1 -1.2262 -1.0066 0.7459
C2 -0.0429 -3.1218 0.1307
C3 -5.8154 0.6170 0.0058
C4 -4.8341 2.4383 -1.1678
C5 0.6275 0.9114 -0.9906
C6 -4.6126 0.4643 0.6743
C7 3.2434 0.8925 0.6984
C8 0.2467 -3.6632 1.3810
C9 -3.5719 1.3368 0.3748
C10 1.0224 -5.7016 0.3679
C11 0.7655 -4.9393 1.4936
C12 -0.8954 0.7356 -0.9816
C13 4.6011 3.0381 -0.4814
C14 3.1831 2.6449 -0.9019
C15 0.7670 -5.1746 -0.8871
C16 -5.9342 1.6281 -0.9357
C17 -2.2230 1.1987 1.0335
C18 0.2441 -3.9023 -0.9969
C19 4.6590 1.3292 1.0810
C20 1.0889 1.8847 0.1080
H1 -1.7216 2.1684 1.0438
H2 2.6346 3.5329 -1.2220
H3 2.7388 0.4712 1.5700
H4 4.5410 3.8033 0.3070
H5 3.3167 0.1165 -0.0834
H6 5.1640 3.4308 -1.3299
H7 4.6001 2.0439 1.9153
H8 0.0549 -3.0790 2.2645
H9 1.1211 -0.0495 -0.8387
H10 0.9182 1.2932 -1.9706
H11 -1.2018 0.0708 -1.8002
H12 0.9745 -5.3367 2.4747
H13 -4.8693 3.2391 -1.8953
H14 0.6553 2.8719 -0.0809
H15 -1.3754 1.6993 -1.1639
H16 3.2504 1.9387 -1.7475
H17 -6.8548 1.7834 -1.4762
H18 -2.3324 0.8243 2.0529
H19 0.9713 -5.7480 -1.7781
H20 -4.4739 -0.3093 1.4132
H21 -6.6465 -0.0402 0.2164
H22 1.4252 -6.6981 0.4578
H23 -0.4916 -1.5804 -1.0580
H24 0.7219 1.5272 1.0742
H25 5.2643 0.4707 1.3766

Results
Kohn-Sham gap in eV: 8.8
E_LUMO in eV: 0.60
E_HOMO in eV: -8.165
Energy relative to the best compared isomer or geometry (same formula, charge and spin) in kJ/mol: 0.0
Energy in a.u.: -1929.7573
SMILES: S=C(Nc1ccccc1Cl)N(CCCN1CCOCC1)Cc1ccccn1